No. 1
ORCA calculation (ωB97M-V with the def2-TZVPD basis set) on 2 unconnected molecules or ions with the total composition C15H18BCl2NO5.

Summary:
Structure (SMILES): COB(O)N1C(=O)c2ccc([C@@H](Cl)[C@H](C)Cl)cc2C1=O.CC(C)=O
E_tot (eV): -53293.6330
HOMO (eV): -9.45

Last column: Mulliken charge in e.
Element x y z (Å)
C -5.76294 0.96938 -3.64765  -0.60
O -4.56077 0.84385 -4.45307  -0.40
B -3.38356 0.60461 -3.66460  0.60
O -3.23523 -0.63324 -2.92109  -0.53
N -2.26470 1.60483 -3.63576  0.05
C -2.52817 2.91035 -3.01046  0.22
O -3.21119 3.88847 -3.38665  -0.54
C -1.70025 2.98509 -1.65204  0.13
C -1.68487 4.00589 -0.49290  -0.65
C -0.72571 3.66574 0.70670  -0.57
C 0.17192 2.36473 0.73287  0.39
C 1.06242 2.13169 2.03593  -0.10
Cl -0.06013 2.12820 3.51686  -0.14
C 1.90437 0.76633 2.04177  -0.16
C 1.02574 -0.57352 2.02035  -1.03
Cl 2.82735 0.74094 3.66624  -0.19
C 0.11220 1.43210 -0.50273  -0.05
C -0.81345 1.70999 -1.70775  0.07
C -1.08210 0.92742 -3.06573  0.18
O -0.37821 -0.00922 -3.49081  -0.54
H -6.61456 0.45504 -4.22391  0.22
H -6.01155 2.07530 -3.50447  0.22
H -5.70741 0.48171 -2.61538  0.25
H -4.00968 -0.79471 -2.34225  0.28
H -2.34001 4.93342 -0.53793  0.37
H -0.66441 4.35419 1.62907  0.29
H 1.80842 3.00112 2.14917  0.42
H 2.73025 0.77477 1.23427  0.43
H 0.69771 -0.81536 3.09099  0.39
H 0.10535 -0.53601 1.34543  0.33
H 1.66440 -1.46923 1.66788  0.26
H 0.76328 0.48866 -0.51785  0.38
C 4.72452 -4.40187 3.52594  -1.09
C 3.74495 -4.11973 2.41827  0.78
C 3.89025 -4.91135 1.14570  -1.06
O 2.86917 -3.28392 2.54670  -0.51
H 4.50001 -3.75913 4.37994  0.28
H 4.63990 -5.44433 3.84045  0.33
H 5.74071 -4.19044 3.18622  0.33
H 3.76851 -5.97632 1.35452  0.32
H 4.86937 -4.72249 0.70029  0.33
H 3.11811 -4.60296 0.43747  0.27

No. 2
ORCA calculation (ωB97M-V with the def2-TZVPD basis set) on C2H6N4O2 in the gas phase.

Summary:
Structure (SMILES): NN/C(=N/C=O)NO
Energy above the lowest of the compared OMol25 structures with the same formula, charge and spin (kcal per mole): 63.0
E_tot (eV): -12223.9220
HOMO (eV): -9.20

Last column: Mulliken charge in e.
Element x y z (Å)
N -2.79504 0.13340 0.01466  -0.61
N -1.65135 -0.72371 0.25847  -0.13
C -0.38160 -0.27047 -0.11257  0.62
N 0.50658 -1.17928 -0.45330  -0.64
C 1.85070 -1.06667 -0.05852  0.12
O 2.31448 -0.05642 0.48064  -0.65
N -0.20294 1.04182 0.03252  -0.16
O 0.89539 1.82351 -0.28646  -0.44
H -3.50644 -0.28144 -0.71808  0.28
H -3.31740 0.14126 0.92263  0.24
H -1.77198 -1.77436 0.17776  0.27
H 2.53831 -1.91799 -0.28735  0.37
H -1.00444 1.59022 0.22762  0.27
H 1.56771 1.22298 0.18408  0.47

No. 3
ORCA calculation (ωB97M-V with the def2-TZVPD basis set) on a molecular structure, CHF3MnNO6S2.

Summary:
Spin multiplicity: 6
Net charge: -1
E_tot (eV): -75967.4547
HOMO (spin up / spin down) (eV): -4.52 / -4.52

Last column: Mulliken charge in e.
Element x y z (Å)
N -0.73346 0.38980 0.60333  -0.51
S -2.26679 0.61459 -0.47782  0.54
O -3.23171 -0.23434 0.29275  -0.61
O -2.48920 2.07632 -0.23768  -0.61
S 0.64326 0.35331 -0.03921  1.53
O 0.79760 -0.58662 -1.27823  -0.57
O 1.58079 -0.17390 1.02193  -0.75
C 1.40850 1.95141 -0.58372  0.59
F 0.93596 2.24703 -1.78261  -0.20
F 1.05495 2.87276 0.29437  -0.20
F 2.72138 1.83860 -0.61932  -0.21
O 0.53830 -2.37338 -0.44645  -0.37
Mn 0.59258 -1.90220 1.41850  0.78
O -0.32258 -3.53423 1.07506  -0.73
H -1.22959 -3.53915 0.75909  0.30

No. 4
ORCA calculation (ωB97M-V with the def2-TZVPD basis set) on CH2INO2 in the gas phase.

Summary:
Structure (SMILES): O=C(I)NO
Energy above the lowest of the compared OMol25 structures with the same formula, charge and spin (kcal per mole): 58.6
E_tot (eV): -14752.1919
HOMO (eV): -9.42

Last column: Mulliken charge in e.
Element x y z (Å)
O -1.24786 -0.07770 2.24697  -0.29
C -1.58749 0.38109 1.25964  0.31
I -3.23437 1.58721 0.76063  0.06
N -0.68106 0.31699 -0.22402  -0.25
O 0.48603 -0.27384 0.25280  -0.41
H -0.99708 -0.38374 -0.92296  0.26
H 0.95077 0.34144 0.74444  0.31

No. 5
ORCA calculation (ωB97M-V with the def2-TZVPD basis set) on 7 unconnected molecules or ions with the total composition C32H73BINO22P.

Summary:
Net charge: +1
E_tot (eV): -98962.1201
HOMO (eV): -11.22

Last column: Mulliken charge in e.
Element x y z (Å)
C 3.37756 4.33503 -4.69319  -1.24
C 3.46107 3.25928 -3.91569  -1.37
C 2.73555 3.05450 -2.59694  2.27
C 3.14382 4.23248 -1.66456  -0.94
C 4.62041 4.57348 -1.69813  -0.33
O 5.51583 3.86521 -1.32588  -0.43
I 5.13768 6.57812 -2.39096  0.04
C 3.29424 1.76759 -1.97027  -1.44
C 2.49508 1.29204 -0.77883  0.55
C 3.21055 0.18612 -0.00288  -1.71
C 3.87255 -0.86373 -0.87695  0.27
O 4.53255 -1.86288 -0.08572  -0.45
C 5.68034 -1.41319 0.53492  0.85
C 5.54948 -1.31559 2.02631  -1.08
O 6.69510 -1.15783 -0.07053  -0.49
N 1.03352 1.01342 -1.02176  1.39
C 0.76479 -0.25615 -1.75231  -1.72
C 1.23478 -0.36495 -3.22467  1.44
C 0.01894 -0.48704 -4.14985  -1.97
O 1.97810 -1.55721 -3.42818  -0.70
O 0.53023 1.00627 0.32251  -0.29
C -0.43129 0.01895 0.71621  -0.02
C 0.08044 -1.32068 1.21051  -1.14
C 0.33797 2.15952 -1.74352  0.05
P -0.67416 3.17465 -0.57607  0.33
O -1.83674 2.42976 -0.09406  -0.82
O -1.16700 4.44721 -1.38615  -0.54
O 0.29366 3.78828 0.52110  -0.55
C 1.18542 3.05709 -2.72566  0.15
B 0.54426 2.91253 -4.20006  1.11
O 1.05118 2.29190 -5.29592  -0.86
O -0.71239 3.42786 -4.29006  -0.67
C -1.11585 4.00192 -5.55051  -0.42
C -0.18085 5.08369 -6.04491  -1.03
H 2.78875 5.18918 -4.39051  0.32
H 3.90537 4.40986 -5.62790  0.34
H 4.11039 2.45429 -4.24303  0.46
H 2.60130 5.13529 -1.92017  1.01
H 2.90313 4.03157 -0.61916  0.31
H 3.51729 1.00641 -2.70780  -0.44
H 4.26635 2.02615 -1.55515  1.01
H 2.47249 2.13707 -0.09933  0.03
H 2.61815 -0.32698 0.74661  0.25
H 3.99009 0.70155 0.55498  0.81
H 4.59938 -0.44463 -1.56250  -0.11
H 3.09542 -1.40872 -1.39528  0.09
H 6.45628 -0.93152 2.46897  0.33
H 4.66724 -0.74057 2.28088  0.31
H 5.37794 -2.32078 2.40730  0.36
H 1.20768 -1.06796 -1.19313  0.62
H -0.29756 -0.45752 -1.77036  1.05
H 1.83285 0.45580 -3.60693  -0.37
H -0.34273 -1.50767 -4.06048  0.55
H 0.36017 -0.35341 -5.16771  0.42
H -0.75687 0.22862 -3.89638  0.27
H 2.91915 -1.35400 -3.50141  0.15
H -0.94912 0.48419 1.54755  0.44
H -1.23588 -0.14303 0.00787  0.27
H -0.75143 -1.73747 1.77180  0.26
H 0.91506 -1.24766 1.89897  0.29
H 0.27926 -2.02381 0.40870  0.25
H -0.43309 1.67899 -2.33379  0.19
H -0.57625 5.19580 -1.23550  0.35
H 0.04844 3.48423 1.40148  0.38
H 0.90984 4.07516 -2.47842  0.36
H 1.91393 1.88817 -5.19871  0.43
H -2.09144 4.44011 -5.37774  0.44
H -1.25321 3.21043 -6.27985  0.32
H 0.65263 4.67937 -6.61194  0.26
H -0.72899 5.74100 -6.70996  0.45
H 0.24089 5.63224 -5.20706  0.21
C -4.55696 -1.52877 4.05873  -0.26
C -3.50670 -2.41125 3.43135  -0.38
O -2.21489 -1.77528 3.50855  -0.47
O -4.58332 -0.25630 3.41132  -0.44
H -5.53715 -1.97903 3.96696  0.23
H -4.33380 -1.37063 5.12335  0.24
H -3.71681 -2.55081 2.37262  0.19
H -3.46971 -3.38733 3.91848  0.34
H -1.94441 -1.77707 4.43184  0.28
H -3.66497 -0.02977 3.23100  0.30
C 5.99486 -0.47177 -3.99397  0.18
C 6.92819 -1.58302 -3.58704  -0.48
O 7.27746 -2.36680 -4.72773  -0.56
O 4.80790 -1.02045 -4.57620  -0.50
H 5.69194 0.11721 -3.12687  -0.17
H 6.45420 0.19881 -4.72933  0.36
H 6.42997 -2.24910 -2.88455  0.23
H 7.83566 -1.19002 -3.12086  0.36
H 7.85900 -1.84266 -5.28696  0.35
H 5.09620 -1.76673 -5.11834  0.35
C 9.70199 -2.26494 1.96962  -0.02
C 10.26936 -0.95139 1.47659  -0.38
O 11.68302 -0.92118 1.67666  -0.56
O 10.00728 -2.45711 3.34156  -0.54
H 8.61725 -2.28146 1.86090  -0.06
H 10.12691 -3.09829 1.39393  0.31
H 9.86253 -0.12424 2.05677  0.26
H 10.03564 -0.79557 0.41884  0.28
H 12.08404 -1.54348 1.06270  0.34
H 10.90712 -2.13229 3.46535  0.36
C -7.38082 -3.76136 2.04057  -0.32
C -7.97190 -5.12746 1.77104  -0.51
O -8.53963 -5.65213 2.96892  -0.48
O -6.40445 -3.84699 3.07510  -0.46
H -6.89684 -3.35967 1.15010  0.31
H -8.16877 -3.06730 2.35765  0.27
H -7.18939 -5.82379 1.47188  0.29
H -8.72751 -5.07912 0.98129  0.32
H -9.32991 -5.13761 3.17526  0.28
H -6.75957 -4.47815 3.71492  0.30
C -11.70009 -5.77644 5.76402  -0.32
C -10.74122 -6.15538 6.87078  -0.42
O -10.44856 -5.01176 7.67767  -0.54
O -11.15068 -4.72936 4.97371  -0.51
H -11.89634 -6.62577 5.11053  0.30
H -12.65055 -5.43172 6.19078  0.28
H -9.79169 -6.48099 6.44873  0.24
H -11.15139 -6.95894 7.48917  0.31
H -11.23879 -4.79305 8.18058  0.32
H -10.70537 -4.13696 5.59196  0.34
C -6.15106 4.06704 3.34417  -0.13
C -6.93497 2.94418 3.98916  -0.43
O -7.40633 2.04526 2.98607  -0.54
O -6.95327 4.76223 2.40372  -0.52
H -5.81216 4.78498 4.09170  0.30
H -5.27481 3.65562 2.82277  0.11
H -7.81338 3.34123 4.49562  0.29
H -6.32123 2.39967 4.71377  0.25
H -6.63732 1.57669 2.64192  0.32
H -7.48350 4.09037 1.95892  0.34